*a*
The following is a DFT calculation (the ωB97M-V functional and the def2-TZVPD basis) of a structure of composition C19H25N5OS.

Structure (ORCA input):
```
! wB97M-V def2-TZVPD RIJCOSX def2/J DEFGRID3
* xyz 0 1
C -0.9276 -0.9430 2.6064
C -1.5549 -2.0174 1.7149
O -2.4401 -1.2933 0.7949
C -3.2984 -2.3422 0.0320
C -4.0233 -1.7838 -1.2545
H -4.5997 -2.4483 -1.6605
H -3.3782 -1.2480 -1.5480
C -5.1004 -0.5438 -0.7820
N -4.5479 0.4982 0.0656
C -3.6426 1.3662 -0.3864
N -3.0253 2.3428 0.5347
H -3.0544 1.9159 1.3707
C -1.8990 2.8769 0.0236
H -2.0227 4.0887 0.7163
H -2.0460 3.2290 -1.0626
C -0.6100 2.4476 0.5578
N -0.3054 1.0828 -0.2344
C 0.8503 0.6702 -0.3848
N 2.0154 1.4802 -0.0209
C 3.1261 0.9404 -0.0113
C 4.1964 1.6039 0.3214
C 5.4014 1.2459 0.4049
C 5.7892 0.0742 -0.3981
C 4.6874 -0.7021 -0.8100
C 3.4199 -0.1405 -1.0791
C 2.4018 -0.9900 -1.3677
C 1.0594 -0.7009 -1.1840
C -0.0337 -1.0506 -1.7002
N -1.0590 -1.8375 -1.9400
H 2.5051 -1.9798 -1.8210
H 4.9426 -1.5583 -1.5785
C 7.1838 -0.5173 -0.7302
H 7.3035 -1.3809 -1.1449
H 7.7781 0.1384 -1.1457
H 7.6354 -0.7137 0.3787
H 6.3901 1.9095 0.7021
H 4.0612 2.5271 0.7770
H -1.1472 0.7946 -0.4066
H -0.4498 2.3454 1.5285
H 0.1274 3.3121 0.2307
S -3.5574 1.6561 -1.8399
H -4.3835 0.2356 1.3298
H -5.6064 -0.1304 -1.5134
H -5.9274 -1.1734 -0.0526
H -2.7863 -3.0149 -0.4209
H -3.9334 -2.8719 0.7003
H -0.9055 -2.7312 1.1991
H -2.1354 -2.8233 2.4319
H -0.3896 -0.2009 1.7533
H -1.8201 -0.2773 3.1354
H -0.2638 -1.3671 3.1685
*
```

Its HOMO-LUMO gap is 0.2505 Eh. Its LUMO energy is -0.0221 Eh.

These are the natural (NBO) partial charges, in e, on atoms 1 to 2:
1. C -0.5873
2. C -0.0642


*b*
The following is a DFT calculation (the ωB97M-V functional and the def2-TZVPD basis) of the molecule C19H25N5OS.

Structure (ORCA input):
```
! wB97M-V def2-TZVPD RIJCOSX def2/J DEFGRID3
* xyz 0 1
C -0.6705 -2.4497 0.3818
O 0.4143 -1.6394 0.7574
C 0.3000 -1.1279 2.0682
C 1.5033 -0.2373 2.3511
C 2.8391 -1.0037 2.2317
N 3.8101 -0.3078 1.4257
C 3.8304 -0.2338 0.0745
S 4.9499 0.7721 -0.6295
N 2.9948 -1.0213 -0.6352
C 2.9730 -0.9755 -2.0757
C 1.8548 -0.0628 -2.6147
N 1.7544 1.1424 -1.8317
C 0.6659 1.3931 -1.0731
N -0.4356 0.7223 -1.3223
C -1.5460 0.9340 -0.5940
C -2.7221 0.2102 -0.9160
C -2.7183 -0.7023 -2.1033
C -3.8554 0.3754 -0.1441
C -5.1075 -0.3815 -0.4652
C -3.8468 1.2629 0.9482
C -2.7370 1.9971 1.2559
C -1.5667 1.8563 0.4892
C -0.3962 2.5979 0.7344
C 0.7218 2.3944 -0.0387
C 1.9045 3.1144 0.2155
N 2.8634 3.6965 0.4590
H -1.6128 -1.8968 0.4547
H -0.4985 -2.7414 -0.6517
H -0.7308 -3.3438 1.0148
H 0.2580 -1.9593 2.7896
H -0.6297 -0.5464 2.1609
H 1.3920 0.2001 3.3428
H 1.5039 0.5776 1.6256
H 3.2805 -1.1569 3.2179
H 2.6608 -1.9862 1.7877
H 4.3922 0.3816 1.8776
H 2.1560 -1.3696 -0.1851
H 3.9467 -0.5958 -2.3955
H 2.8363 -1.9880 -2.4639
H 0.8834 -0.5560 -2.5469
H 2.0631 0.1819 -3.6606
H 2.6262 1.6025 -1.5984
H -3.0001 -1.7165 -1.8223
H -3.4341 -0.3532 -2.8473
H -1.7280 -0.7115 -2.5463
H -5.4487 -0.1427 -1.4720
H -4.9297 -1.4562 -0.4263
H -5.9002 -0.1358 0.2367
H -4.7447 1.3693 1.5398
H -2.7413 2.6931 2.0827
H -0.3784 3.3242 1.5361
*
```

Its HOMO-LUMO gap is 0.2850 Eh. Its LUMO energy is -0.0065 Eh. The SMILES is COCCCNC(=S)NCCNc1nc2c(C)c(C)ccc2cc1C#N.

These are the natural (NBO) partial charges, in e, on atoms 1 to 2:
1. C -0.2427
2. O -0.5759


Q: Which of them is the most stable? A: *b*.


*a*
The following is a DFT calculation (the ωB97M-V functional and the def2-TZVPD basis) of a cluster of 3 separate species, C2H3F3O in total.

Structure (ORCA input):
```
! wB97M-V def2-TZVPD RIJCOSX def2/J DEFGRID3
* xyz 0 1
C 1.0510 -1.0329 0.0939
C -0.5515 0.8025 -0.3790
O 0.9471 -0.8576 1.2006
F 0.7674 0.7360 -0.5747
F -1.0402 0.5031 -1.5359
F -0.8919 -0.9621 1.6107
H -0.9884 0.3875 0.5426
H 1.6665 -1.4900 -0.8128
H -0.9601 1.9136 -0.1455
*
```

Its HOMO-LUMO gap (alpha / beta) is 0.3013 / 0.3013 Eh. Its LUMO energy (alpha / beta) is -0.0448 / -0.0448 Eh.

These are the natural (NBO) partial charges, in e, on atoms 1 to 2:
1. C 0.5388
2. C 0.3387


*b*
The following is a DFT calculation (the ωB97M-V functional and the def2-TZVPD basis) of a cluster of 3 separate species, C2H3F3O in total.

Structure (ORCA input):
```
! wB97M-V def2-TZVPD RIJCOSX def2/J DEFGRID3
* xyz 0 1
C 1.4007 0.0676 -1.4299
C -1.2841 -0.1422 0.6139
O 1.9952 0.7825 -0.7287
F -1.8427 1.1370 0.4624
F -1.4249 -0.7716 -0.5254
F 2.2282 0.3509 1.0143
H -0.1193 -0.0020 0.6908
H 0.8171 -0.7781 -1.5291
H -1.7702 -0.6440 1.4318
*
```

Its HOMO-LUMO gap (alpha / beta) is 0.3088 / 0.3791 Eh. Its LUMO energy (alpha / beta) is -0.0456 / -0.0380 Eh.

These are the natural (NBO) partial charges, in e, on atoms 1 to 2:
1. C 0.4834
2. C 0.4141


Q: Which of them is the most stable? A: *b*.


*a*
The following is a DFT calculation (the ωB97M-V functional and the def2-TZVPD basis) of the molecule C4H6NO2P.

Structure (ORCA input):
```
! wB97M-V def2-TZVPD RIJCOSX def2/J DEFGRID3
* xyz 0 1
C -1.8962 0.0688 -0.5118
C -0.9956 -0.2105 -1.4450
C 1.7151 -0.6595 -0.4668
C -0.4592 0.7486 1.2561
N 2.0269 -0.9515 0.7258
O -1.7526 0.7047 0.7756
O 0.4097 1.7255 0.6052
P 1.1409 1.0567 -0.7160
H -2.9159 -0.3128 -0.6194
H -1.1711 -0.2473 -2.4887
H 2.0618 -1.1559 -1.3990
H -0.6710 1.2437 2.1417
H 0.0010 -0.1821 1.1627
H 2.5062 -1.8284 0.9798
*
```

Its HOMO-LUMO gap is 0.3140 Eh. Its LUMO energy is -0.0064 Eh.

These are the natural (NBO) partial charges, in e, on atoms 1 to 2:
1. C 0.0667
2. C -0.4478


*b*
The following is a DFT calculation (the ωB97M-V functional and the def2-TZVPD basis) of the molecule C4H6NO2P.

Structure (ORCA input):
```
! wB97M-V def2-TZVPD RIJCOSX def2/J DEFGRID3
* xyz 0 1
C 1.9366 0.2550 -0.3534
P 0.8118 1.5261 -0.3573
C -0.5732 0.5945 0.4386
N -1.8317 1.3955 0.5731
C -2.6144 0.6110 -0.1399
O -3.7991 0.6276 -0.3028
C -1.4460 -0.3456 -0.4668
O -1.4629 -1.7129 -0.1913
H 2.9775 0.3509 -0.7009
H 1.9008 -0.8241 -0.1488
H -0.1432 0.1916 1.3293
H -2.0276 2.2735 0.9917
H -1.0908 -0.1356 -1.5013
H -0.7908 -2.0578 -0.6513
*
```

Its HOMO-LUMO gap is 0.3365 Eh. Its LUMO energy is -0.0164 Eh. The SMILES is C=P[C@H]1NC(=O)[C@@H]1O.

These are the natural (NBO) partial charges, in e, on atoms 1 to 2:
1. C -0.8348
2. P 0.6748


Q: Which of them is the most stable? A: *b*.


*a*
The following is a DFT calculation (the ωB97M-V functional and the def2-TZVPD basis) of a cluster of 2 separate species, C6H16NS in total.

Structure (ORCA input):
```
! wB97M-V def2-TZVPD RIJCOSX def2/J DEFGRID3
* xyz 1 1
C -0.6145 1.9863 2.9991
C 0.6292 -0.7914 -3.0285
C 0.0454 -2.4116 -1.1936
C 0.2263 1.2816 -1.1287
C -0.6881 0.7613 2.1365
C 0.3540 -1.0459 -1.6259
N 0.1254 -0.1418 -0.7522
S 0.7451 -0.2757 1.8555
H -0.0264 2.7371 2.4443
H -1.6187 2.4192 3.0270
H -0.1476 1.8122 3.9810
H 0.9374 0.2072 -3.2186
H -0.2865 -0.9746 -3.6144
H 1.3383 -1.4913 -3.5024
H 0.2946 -3.1542 -1.8939
H -1.0175 -2.4510 -1.1647
H 0.2523 -2.5846 -0.1379
H -0.3611 1.4598 -2.1156
H -0.1608 2.0481 -0.3333
H 1.2733 1.5462 -1.1370
H -0.9263 1.0538 1.0543
H -1.4134 0.0916 2.6905
H 0.0886 -1.3047 1.5532
H 0.9511 -0.7777 3.1054
*
```

Its HOMO-LUMO gap is 0.3747 Eh. Its LUMO energy is -0.1167 Eh.

These are the natural (NBO) partial charges, in e, on atoms 1 to 2:
1. C -0.6284
2. C -0.7136


*b*
The following is a DFT calculation (the ωB97M-V functional and the def2-TZVPD basis) of a cluster of 2 separate species, C6H16NS in total.

Structure (ORCA input):
```
! wB97M-V def2-TZVPD RIJCOSX def2/J DEFGRID3
* xyz 1 1
C -0.6072 -0.5294 1.4945
C -1.4974 -2.2038 0.0187
C -2.1607 1.2650 -0.2213
C 3.4916 0.3345 0.2514
C -0.6439 -0.9370 0.0233
C -1.1731 0.2752 -0.6931
N -0.6162 0.5544 -1.8043
S 2.4453 1.2432 -0.9062
H -1.3688 0.0662 1.8663
H -0.4264 -1.2291 2.2972
H 0.3251 0.1132 1.5236
H -2.4509 -1.9865 0.4991
H -1.5377 -2.5050 -1.0311
H -0.8197 -2.7846 0.6950
H -2.8437 1.4677 -1.0850
H -1.4232 2.1330 0.0580
H -2.8825 1.1198 0.5286
H 4.1136 0.9951 0.7184
H 4.0440 -0.1434 -0.4377
H 2.9364 -0.2997 0.9171
H 0.4140 -0.9261 -0.2844
H 3.4009 1.5336 -1.7370
H 0.2379 -0.1157 -2.1657
H -0.7484 1.3505 -2.4548
*
```

Its HOMO-LUMO gap is 0.3185 Eh. Its LUMO energy is -0.1440 Eh.

These are the natural (NBO) partial charges, in e, on atoms 1 to 2:
1. C -0.6176
2. C -0.5831


Q: Which of them is the most stable? A: *b*.